Computed, not measured: a molecular structure, C21H14F3MoO3 in a non-equilibrium geometry, with ωB97M-V with the def2-TZVPD basis set.

```
42
Properties=species:S:1:pos:R:3
O -3.95 -3.71 0.76
C -3.47 -2.66 0.69
Mo -2.47 -0.78 0.59
C -1.32 -1.50 2.29
O -0.70 -1.97 3.15
C -1.36 -1.58 -0.94
O -0.71 -2.10 -1.76
H 0.54 -0.22 0.60
C -2.41 1.36 -0.16
C -3.56 0.67 -0.66
C -4.37 0.28 0.46
C -3.70 0.72 1.66
C -2.49 1.38 1.27
H -1.67 1.88 -0.75
H -3.81 0.56 -1.71
H -5.31 -0.26 0.41
H -4.06 0.61 2.68
H -1.79 1.90 1.93
F 0.50 3.21 -3.01
C 0.92 3.03 -1.71
C 0.94 4.08 -0.82
C 1.33 3.83 0.48
F 1.33 4.83 1.41
C 1.65 2.54 0.93
C 1.56 1.48 0.01
C 1.59 0.09 0.58
C 2.28 -1.08 -0.06
C 2.85 -2.05 0.78
C 3.18 -3.31 0.29
C 2.95 -3.61 -1.07
C 2.52 -2.59 -1.90
F 2.22 -2.87 -3.22
C 2.24 -1.30 -1.44
C 1.20 1.70 -1.32
H 0.66 5.10 -1.14
H 1.96 2.33 1.96
H 2.03 0.17 1.58
H 3.00 -1.81 1.84
H 3.54 -4.09 0.97
H 3.10 -4.62 -1.47
H 1.95 -0.54 -2.14
H 1.11 0.91 -2.06
```

For the total energy, the calculation gives -38118.648 eV. The value obtained for the lowest unoccupied orbital energy is -15.7 eV. As for the net charge: +3. Its orbital gap is 2.91 eV.